1.
This record from OMol25 describes 4 unconnected molecules or ions with the total composition C17H28BBrO13S3 at a distorted geometry. The level of theory is wB97M-V/def2-TZVPD.

LUMO ... 0.0611 eV
Kohn-Sham gap ... 9.12 eV
Multiplicity ... 1
Charge ... 0
Structure (SMILES) ... Cc1ccccc1CB(Br)CCCO.O=S1(=O)OCCO1.O=S1(=O)OCCO1.O=S1(=O)OCCO1

Cartesian coordinates (Å):
C  0.15  2.97  2.34
H  0.21  2.09  -2.18
H  1.69  -5.07  2.98
H  2.41  1.22  -1.59
H  -1.29  7.30  -2.14
O  2.56  3.29  -1.37
H  -0.67  2.49  1.80
C  -0.37  7.88  -2.03
C  -0.87  -7.75  -0.77
H  1.44  -3.65  0.18
H  -3.14  -6.03  0.70
C  -0.07  8.66  -3.29
C  0.51  -7.97  -1.21
O  1.11  1.95  2.68
S  0.75  1.32  4.12
C  -0.77  -5.25  -1.27
O  -0.93  9.81  -3.24
O  1.94  5.02  0.27
O  0.23  3.53  -0.71
S  1.53  4.46  -0.98
O  -0.45  11.31  -1.33
C  0.51  2.19  -1.14
B  -0.59  -2.79  -0.44
H  0.41  4.22  4.09
C  -3.03  -6.39  -0.36
H  -0.26  8.09  -4.20
H  -2.45  -3.91  -0.77
H  0.19  -3.33  2.80
H  1.23  -4.61  -2.10
H  -1.64  -3.48  -2.34
H  0.61  3.73  1.71
C  1.24  -6.79  -1.70
H  0.72  -7.15  2.36
C  -1.44  -3.84  -1.29
H  -1.46  -8.62  -0.39
C  0.97  -5.24  2.13
H  -1.04  -4.25  1.86
H  1.54  -5.51  1.20
H  -1.29  4.02  3.59
H  -3.43  -7.42  -0.52
H  0.44  7.21  -1.76
S  -1.23  10.18  -1.70
O  -0.40  2.39  4.54
H  0.98  -8.98  -1.20
O  -2.64  10.13  -1.50
C  2.01  2.02  -0.98
H  0.93  -2.15  1.03
O  1.87  1.51  4.98
H  0.97  9.02  -3.30
O  -0.58  8.87  -1.02
O  0.13  -6.38  2.47
H  2.28  -6.92  -2.07
C  0.61  -5.45  -1.71
H  2.28  1.85  0.07
C  0.55  -3.13  0.62
Br  -0.99  -0.85  -0.81
O  1.28  5.25  -2.14
C  -1.52  -6.42  -0.82
C  -0.32  3.52  3.67
C  0.05  -3.97  1.88
H  -3.55  -5.71  -1.09
H  -0.05  1.47  -0.53
O  0.13  0.06  3.93



2.
This record from OMol25 describes a single C17H28ClNO3 molecule. The level of theory is wB97M-V/def2-TZVPD.

LUMO ... 0.6320 eV
Kohn-Sham gap ... 8.70 eV
Multiplicity ... 1
Relative energy (zero: lowest compared OMol25 entry of this formula, charge and spin) ... 16.27 kJ/mol
Charge ... 0
Structure (SMILES) ... CCCCOc1c(Cl)cc(CNC(C)(C)CO)cc1OCC

Cartesian coordinates (Å):
C  -0.98  -0.06  -0.08
C  -1.69  0.18  1.08
C  -2.02  -0.88  1.91
H  -0.21  2.32  1.29
O  -0.64  -3.75  0.17
C  -0.13  4.68  0.52
C  -2.60  4.34  0.19
H  0.84  -1.82  -4.10
H  -0.39  4.03  -1.28
H  4.38  -2.70  -0.23
C  -1.39  3.96  1.05
H  2.27  -1.65  -3.07
C  -1.63  4.41  2.50
C  1.81  -3.71  0.01
H  -2.53  3.89  -0.80
C  4.32  -3.79  -0.20
H  -2.57  -0.73  2.82
H  1.85  -2.62  0.02
H  1.79  -0.33  -4.14
H  0.40  -3.80  -1.63
H  0.69  4.57  1.24
H  -0.35  5.75  0.42
H  2.91  -3.95  -1.82
C  0.56  -0.53  -2.40
C  0.48  -4.16  -0.60
O  0.36  4.15  -0.68
C  -1.63  -2.15  1.55
H  -1.68  5.50  2.55
H  -3.06  1.80  0.96
C  -2.10  1.59  1.43
H  5.15  -4.19  -0.77
H  0.41  -5.25  -0.59
Cl  -2.03  -3.48  2.58
H  -2.67  5.42  0.09
O  0.09  -1.61  -1.61
H  2.96  -5.36  -0.76
H  4.43  -4.11  0.83
H  1.15  0.16  -1.78
H  -0.29  0.01  -2.83
C  1.42  -1.12  -3.50
H  -2.24  1.66  2.52
C  2.99  -4.26  -0.77
C  -0.59  -1.34  -0.45
C  -0.91  -2.43  0.39
H  -0.82  4.07  3.15
H  -3.53  3.99  0.65
H  1.86  -4.05  1.05
N  -1.13  2.53  0.91
H  -0.75  0.78  -0.71
H  -2.57  4.01  2.89



3.
This record from OMol25 describes a molecular structure, C17H28CrN7SSe. The level of theory is wB97M-V/def2-TZVPD.

LUMO (spin up / spin down) ... -2.4630 / -2.4665 eV
Kohn-Sham gap (spin up / spin down) ... 7.17 / 7.46 eV
Expectation value of S² ... 6.022
Multiplicity ... 5
Relative energy (zero: lowest compared OMol25 entry of this formula, charge and spin) ... 54.69 kJ/mol
Charge ... +1

Cartesian coordinates (Å):
C  -2.83  -2.60  -0.33
C  -4.40  3.26  1.63
C  -1.47  -1.92  1.65
H  -2.57  5.33  2.12
C  4.05  -0.32  -3.46
H  -3.16  -2.89  3.91
C  3.07  0.61  -1.03
C  -2.22  4.52  1.51
H  6.90  -0.10  -3.07
C  2.60  1.12  0.30
H  6.36  -1.77  -2.96
C  -1.04  4.32  0.90
H  -0.79  -1.41  4.81
N  -1.13  3.11  0.24
H  -5.07  3.67  0.87
H  0.56  -1.89  3.77
H  4.43  -0.67  -4.41
C  1.88  0.13  -4.63
C  4.89  -0.32  -2.35
H  -4.61  2.20  1.75
H  -4.43  -3.84  0.10
H  2.42  -0.30  -5.47
S  -2.95  1.12  -0.21
H  3.36  0.99  1.06
H  -4.25  -3.41  -1.55
N  -2.59  -2.45  1.02
H  -3.32  -2.76  1.64
N  -1.39  -2.16  2.97
H  2.35  2.18  0.24
Cr  -0.88  -0.36  -0.87
C  -2.34  2.57  0.43
H  6.78  -0.88  -1.49
C  -2.16  -3.22  3.62
C  2.74  0.14  -3.39
H  -4.56  3.77  2.58
N  -3.02  3.42  1.23
N  -0.59  -1.24  0.98
H  0.97  -0.45  -4.47
H  -1.64  -3.51  4.53
C  2.25  0.60  -2.16
H  -2.35  -2.27  -2.16
Se  0.45  1.29  -2.07
N  -3.86  -3.43  -0.62
H  1.57  1.14  -4.89
C  4.38  0.14  -1.15
H  1.69  0.61  0.62
C  -0.43  -1.43  3.78
N  -2.11  -2.00  -1.21
H  5.02  0.15  -0.27
H  0.24  -1.04  1.52
H  -0.42  2.68  -0.36
C  6.31  -0.80  -2.47
H  -0.36  -0.40  3.43
H  -0.15  4.93  0.86
H  -2.22  -4.11  2.99



4.
This record from OMol25 describes a molecular structure, C17H28FIN2O2Si2 at a distorted geometry. The level of theory is wB97M-V/def2-TZVPD.

LUMO ... -7.7192 eV
Kohn-Sham gap ... 5.24 eV
Multiplicity ... 1
Relative energy (zero: lowest compared OMol25 entry of this formula, charge and spin) ... 27.14 kJ/mol
Charge ... +2

Cartesian coordinates (Å):
C  -1.07  4.46  0.58
C  2.60  -3.98  2.41
C  -1.23  -1.90  1.73
H  -2.95  -0.09  1.32
H  4.39  -7.84  1.76
C  4.88  -6.87  1.81
H  -2.09  3.10  1.93
H  -1.84  6.49  0.83
H  -2.43  4.66  -4.86
H  -0.09  4.07  0.86
C  -1.51  3.74  -0.73
H  -0.37  -3.57  2.71
H  -1.69  1.02  0.72
H  -2.00  4.76  2.55
C  0.87  -1.98  -0.01
H  -1.97  4.49  -1.37
H  4.14  -5.03  3.50
H  1.72  -4.82  -0.74
H  3.48  -6.49  -0.31
H  -2.30  3.02  -0.51
F  0.00  3.64  -4.12
C  0.82  -2.91  1.03
C  3.58  -4.94  2.58
I  -4.93  2.76  -5.67
H  -0.11  -0.29  -0.92
H  -0.08  6.37  0.79
H  -0.14  2.09  -0.87
C  -0.37  3.00  -1.43
N  -1.15  -1.01  0.73
C  -0.26  -2.86  1.90
Si  -3.23  3.64  -4.18
H  2.41  -3.29  3.22
H  -3.93  4.25  -3.04
H  -2.59  -0.02  -0.42
H  -0.40  0.59  -4.13
C  1.90  -3.91  1.21
H  5.63  -6.78  1.03
H  0.55  3.58  -1.42
C  3.21  -5.76  0.43
H  -3.11  4.34  1.27
C  -2.18  0.05  0.58
O  -2.28  2.39  -3.57
Si  -0.70  2.57  -3.21
C  -2.11  4.15  1.65
O  0.04  1.11  -3.46
C  -1.00  5.99  0.37
H  1.69  -1.97  -0.72
C  2.23  -4.82  0.21
N  3.86  -5.82  1.60
C  -0.12  -1.04  -0.13
H  5.34  -6.74  2.78
H  -2.09  -1.83  2.38
H  -1.00  6.25  -0.68



Question: Which formula does entry 1 have?
Answer: C17H28BBrO13S3